# 1
{"formula": "C24H79FeO29PPd", "method": "wB97M-V/def2-TZVPD", "symbols": ["Fe", "Pd", "O", "H", "P", "O", "O", "O", "O", "C", "C", "O", "O", "H", "H", "H", "H", "H", "H", "C", "C", "O", "O", "H", "H", "H", "H", "H", "H", "C", "C", "O", "O", "H", "H", "H", "H", "H", "H", "C", "C", "O", "O", "H", "H", "H", "H", "H", "H", "C", "C", "O", "O", "H", "H", "H", "H", "H", "H", "C", "C", "O", "O", "H", "H", "H", "H", "H", "H", "C", "C", "O", "O", "H", "H", "H", "H", "H", "H", "C", "C", "O", "O", "H", "H", "H", "H", "H", "H", "C", "C", "O", "O", "H", "H", "H", "H", "H", "H", "C", "O", "H", "H", "H", "H", "C", "O", "H", "H", "H", "H", "C", "O", "H", "H", "H", "H", "C", "O", "H", "H", "H", "H", "C", "O", "H", "H", "H", "H", "C", "O", "H", "H", "H", "H"], "coordinates": [[0.9359, 0.2592, 2.3466], [-0.8663, -2.2946, 1.3008], [-0.4350, -1.1505, 2.9967], [0.1605, -1.4419, 3.7143], [-0.0018, -0.1060, -0.0982], [0.8001, -1.0947, 0.7810], [0.0117, 1.1232, 0.8868], [-1.3626, -0.8848, -0.2010], [0.4749, 0.1895, -1.4977], [-1.9768, 1.2130, -2.9826], [-2.8606, 2.2426, -3.6337], [-3.5505, 2.8636, -2.4591], [-2.5892, 0.3099, -2.1058], [-1.1600, 1.7231, -2.4722], [-1.5031, 0.6848, -3.8101], [-3.5667, 1.7376, -4.2929], [-2.2694, 2.9637, -4.1981], [-3.2385, 2.5517, -1.6064], [-1.9328, 0.0185, -1.4688], [3.3082, 1.9015, -1.9465], [2.6128, 3.1750, -1.4694], [1.1197, 3.0633, -1.4868], [3.0165, 0.8280, -1.0548], [4.3763, 2.1190, -1.9486], [3.0714, 1.6236, -2.9735], [2.7865, 4.0178, -2.1384], [2.9437, 3.5327, -0.4944], [0.9287, 2.1258, -1.4085], [2.2675, 0.3219, -1.3782], [3.0699, -3.8986, -2.0830], [3.1036, -2.5018, -1.4781], [2.8443, -2.6561, -0.0967], [1.8145, -4.4137, -2.1771], [3.6137, -4.6789, -1.5504], [3.4155, -3.7681, -3.1085], [2.3641, -1.8204, -1.8988], [4.0834, -2.0722, -1.6869], [2.1485, -2.0263, 0.1054], [1.2620, -3.6599, -2.3965], [0.7179, -1.4390, -4.7511], [-0.4212, -1.9671, -3.9418], [0.0997, -2.2273, -2.6485], [0.9336, -0.0534, -4.2087], [0.6045, -1.2590, -5.8202], [1.6975, -1.9109, -4.6754], [-0.8624, -2.9333, -4.1864], [-1.2562, -1.2799, -3.8055], [0.1940, -1.3805, -2.2062], [0.6015, 0.0817, -3.3181], [-4.2566, -2.4663, -2.1129], [-3.3141, -3.6235, -1.7392], [-2.3968, -3.1732, -0.7211], [-3.7051, -1.8147, -3.2397], [-4.4536, -1.7767, -1.2921], [-5.2595, -2.8681, -2.2567], [-2.6788, -3.8826, -2.5862], [-3.8245, -4.5395, -1.4415], [-2.1389, -2.2510, -0.7900], [-3.1079, -1.1591, -2.8723], [-1.1556, 4.3990, 1.1984], [-2.2663, 3.2793, 1.3574], [-2.0901, 2.4395, 0.3084], [0.0075, 3.7762, 1.7266], [-1.3548, 5.2001, 1.9102], [-1.0092, 4.7459, 0.1755], [-3.2206, 3.7919, 1.2364], [-2.2840, 2.6877, 2.2727], [-1.3553, 1.8323, 0.4224], [0.0661, 3.0125, 1.1479], [-3.7508, -1.2200, 3.8571], [-3.6812, -1.3570, 2.3719], [-3.1081, -2.6316, 2.0150], [-2.5773, -0.9471, 4.4397], [-4.3802, -2.0392, 4.2045], [-4.2743, -0.3107, 4.1527], [-3.2534, -0.4127, 2.0353], [-4.6776, -1.3521, 1.9301], [-3.8285, -3.2429, 1.8449], [-1.7782, -1.0915, 3.9276], [3.8136, -0.0041, 1.8411], [3.3512, -1.0161, 2.8716], [2.3121, -0.6154, 3.7928], [2.8107, 0.9763, 1.5534], [4.1471, -0.4808, 0.9193], [4.6197, 0.6338, 2.2035], [4.2689, -1.2093, 3.4272], [3.0604, -1.9501, 2.3909], [2.2486, -1.2153, 4.5396], [2.8879, 1.0817, 0.6023], [0.4840, -5.0633, 0.7625], [-0.1399, -5.2736, 2.2012], [-0.5296, -3.9850, 2.7139], [0.1229, -3.9198, 0.0220], [0.3105, -5.9272, 0.1209], [1.5651, -5.0178, 0.8935], [0.6290, -5.7565, 2.8043], [-1.0582, -5.8531, 2.1056], [-1.0970, -3.9798, 3.4883], [0.0894, -4.2174, -0.8901], [-0.6646, 1.7115, 4.7786], [0.2230, 1.8010, 3.6681], [-0.5499, 2.5688, 5.4418], [-1.7097, 1.7440, 4.4705], [-0.4640, 0.8385, 5.3997], [0.2137, 2.7259, 3.4110], [-5.8635, 1.1845, -1.7943], [-7.0983, 0.4230, -1.6853], [-5.7444, 1.9953, -1.0757], [-5.1566, 0.3998, -1.5250], [-5.6034, 1.4379, -2.8220], [-7.8361, 1.0157, -1.5241], [0.9784, 3.1896, -5.3611], [1.9076, 2.1189, -5.4985], [1.3724, 4.1908, -5.5355], [0.1194, 3.1366, -6.0300], [0.6523, 3.1567, -4.3215], [1.5175, 1.3329, -5.1093], [2.7622, 3.9941, 3.3587], [4.1325, 3.8209, 3.3372], [2.4853, 3.9412, 4.4116], [2.5119, 4.9016, 2.8091], [2.3522, 3.1371, 2.8243], [4.3362, 2.9189, 3.5951], [0.8500, 7.2673, 2.7021], [1.3439, 6.5701, 1.6007], [0.7510, 8.2792, 2.3094], [-0.0821, 6.8802, 3.1138], [1.6524, 7.2203, 3.4384], [1.1767, 5.6304, 1.7038], [5.1999, -4.7687, 1.5201], [3.8992, -4.5190, 2.0405], [5.9240, -5.2717, 2.1610], [5.0802, -5.2779, 0.5638], [5.5631, -3.7544, 1.3544], [3.4495, -3.9055, 1.4549]], "mulliken_spin": [3.713, 1.552, 0.187, -0.003, -0.051, 0.168, 0.056, 0.151, 0.020, -0.005, 0.000, 0.000, 0.009, 0.001, 0.000, 0.000, 0.000, 0.000, -0.010, 0.000, 0.000, 0.000, 0.003, 0.000, 0.000, 0.000, 0.000, -0.003, 0.002, 0.000, 0.001, 0.001, 0.000, 0.000, 0.000, 0.000, 0.000, -0.005, 0.000, 0.000, 0.000, -0.007, 0.000, 0.000, 0.000, 0.000, 0.000, -0.008, -0.002, 0.000, 0.000, 0.003, 0.000, 0.000, 0.000, 0.000, 0.000, -0.009, -0.001, -0.001, 0.001, 0.002, -0.006, 0.000, 0.000, 0.001, -0.001, -0.003, 0.004, 0.004, -0.006, 0.034, 0.000, 0.000, 0.000, -0.002, -0.001, 0.003, -0.005, 0.002, -0.013, 0.024, 0.058, 0.002, -0.004, 0.002, 0.010, 0.002, -0.002, -0.002, -0.002, 0.044, 0.034, 0.000, 0.005, 0.001, 0.001, -0.001, -0.001, 0.006, 0.036, 0.001, 0.001, -0.001, -0.004, 0.000, 0.000, 0.000, 0.000, 0.000, 0.000, 0.000, 0.000, 0.000, 0.000, 0.000, 0.000, 0.007, 0.000, 0.000, -0.001, 0.005, 0.000, 0.000, 0.000, 0.000, 0.000, 0.000, 0.000, 0.000, 0.000, 0.000, 0.000, 0.000, 0.001], "charge": 0, "multiplicity": 7, "homo_lumo_gap_ha": [0.3218, 0.2917], "lumo_energy_ev": [-0.50, -0.68], "homo_ha": [-0.340, -0.317], "total_energy_ha": -4876.5770}

# 2
{"formula": "C26H37Ge2N3OsSSe", "method": "wB97M-V/def2-TZVPD", "symbols": ["Os", "C", "C", "N", "C", "C", "S", "C", "C", "N", "H", "H", "H", "H", "H", "H", "H", "H", "H", "H", "H", "H", "H", "H", "Se", "C", "C", "C", "N", "C", "C", "H", "H", "H", "H", "C", "Ge", "C", "C", "Ge", "C", "C", "C", "C", "C", "C", "C", "C", "C", "C", "C", "C", "H", "H", "H", "H", "H", "H", "H", "H", "H", "H", "H", "H", "H", "H", "H", "H", "H", "H", "H"], "coordinates": [[-0.3415, -1.8594, -0.3409], [-3.3724, -2.2375, -0.8080], [-2.6587, -3.1363, -1.7878], [-1.3275, -3.5251, -1.2320], [-1.3199, -4.6984, -0.2942], [-1.7384, -4.3393, 1.1181], [-0.9662, -2.7527, 1.6503], [-2.4301, -1.7612, 2.1235], [-2.8064, -0.7360, 1.0594], [-2.4322, -1.1797, -0.3154], [-3.7253, -2.7990, 0.0538], [-4.2504, -1.7829, -1.2680], [-2.4711, -2.6102, -2.7254], [-3.2514, -4.0229, -2.0193], [-0.7650, -3.8236, -2.0273], [-0.3000, -5.0813, -0.2961], [-1.9713, -5.4824, -0.6858], [-1.3902, -5.1030, 1.8125], [-2.8156, -4.2552, 1.2357], [-2.1563, -1.2526, 3.0475], [-3.2285, -2.4646, 2.3549], [-2.2830, 0.1955, 1.2567], [-3.8802, -0.5391, 1.1054], [-2.5350, -0.3686, -0.9196], [1.8940, -1.9434, 0.2405], [2.9710, -1.4023, -1.2310], [4.2156, -0.8600, -0.9592], [4.9896, -0.4684, -2.0504], [4.5869, -0.5908, -3.3086], [3.3998, -1.1423, -3.5516], [2.5468, -1.5693, -2.5443], [4.5842, -0.7369, 0.0509], [5.9726, -0.0391, -1.8960], [3.1244, -1.2532, -4.5942], [1.6042, -2.0472, -2.7905], [-0.1613, 4.1800, -0.6421], [-1.1341, 2.5708, -1.0496], [-1.0859, 1.8659, -2.8505], [-2.8701, 2.4525, -0.1857], [0.4416, 0.5327, 0.4955], [0.1443, 0.7656, 2.3935], [-0.5234, 1.9050, 2.8525], [-0.7468, 2.0920, 4.2093], [-0.2970, 1.1462, 5.1221], [0.3803, 0.0173, 4.6794], [0.5944, -0.1778, 3.3210], [1.8669, 1.6347, -0.1730], [2.1873, 1.6986, -1.5369], [3.1947, 2.5374, -1.9780], [3.8804, 3.3319, -1.0620], [3.5662, 3.2817, 0.2930], [2.5557, 2.4463, 0.7406], [-0.7627, 5.0022, -1.0439], [0.8174, 4.1839, -1.1156], [-0.0567, 4.3280, 0.4311], [-1.8473, 2.4199, -3.4095], [-1.3420, 0.8079, -2.9030], [-0.1242, 2.0386, -3.3251], [-3.3765, 3.3719, -0.5021], [-2.8186, 2.4717, 0.9013], [-3.4814, 1.6172, -0.5239], [-0.8615, 2.6681, 2.1581], [-1.2586, 2.9797, 4.5565], [-0.4622, 1.2965, 6.1805], [0.7551, -0.7043, 5.3934], [1.1508, -1.0526, 3.0030], [1.6641, 1.0763, -2.2524], [3.4533, 2.5746, -3.0284], [4.6636, 3.9944, -1.4069], [4.1092, 3.8974, 0.9976], [2.3127, 2.4158, 1.7962]], "mulliken_spin": [0.377, 0.001, -0.001, -0.007, -0.006, 0.002, -0.012, 0.006, 0.026, 0.001, 0.000, 0.000, 0.000, 0.000, 0.007, 0.004, 0.002, 0.001, 0.000, 0.001, 0.001, -0.014, -0.001, 0.001, -0.027, -0.005, -0.006, 0.000, -0.003, 0.000, -0.001, 0.000, 0.000, 0.000, 0.002, 0.000, 0.155, -0.006, 0.003, 0.250, -0.046, 0.006, -0.004, 0.008, 0.000, -0.007, 0.064, 0.072, -0.025, 0.052, -0.012, 0.105, 0.001, 0.003, 0.002, 0.007, 0.006, 0.002, 0.010, 0.007, 0.000, -0.014, 0.000, 0.000, 0.000, -0.001, 0.002, 0.001, 0.000, 0.000, 0.007], "charge": 3, "multiplicity": 2, "homo_lumo_gap_ha": [0.1955, 0.2208], "e_above_lowest_kj_mol": 138.3, "lumo_energy_ev": [-10.95, -11.13], "homo_ha": [-0.598, -0.630], "total_energy_ha": -8220.3300}

Which of these has the highest multiplicity? C24H79FeO29PPd

What is the charge in the second record? +3

Among the records above, which one has the highest multiplicity? C24H79FeO29PPd